The following is a DFT calculation (ωB97M-V/def2-TZVPD) of 2 unconnected molecules or ions with the total composition C5H12N3 at a distorted geometry.

Calculated values
* E_HOMO (spin up / spin down): -11.4 / -11.4 eV
* energy relative to the best compared isomer or geometry (same formula, charge and spin): 405.6 kJ/mol
* LUMO level (spin up / spin down): -3.84 / -3.84 eV

The geometry in ORCA input format:
```
! RIJCOSX wB97M-V def2-TZVPD def2/J DEFGRID3
* xyz 1 1
C 1.06 0.37 1.49
C -1.17 0.98 -0.75
C -1.12 1.49 -2.10
C 0.11 -2.11 -0.96
C 0.43 -0.73 -0.46
N -1.45 1.37 0.36
N 1.06 0.43 2.84
N 0.65 -0.71 0.90
H 1.53 1.20 0.98
H -1.97 1.10 -2.66
H -1.34 2.51 -1.95
H -0.22 1.21 -2.78
H 0.72 -2.28 -1.89
H 0.47 -2.83 -0.14
H -0.93 -2.10 -1.15
H 1.28 -0.28 -1.05
H -1.24 0.96 1.31
H 1.57 1.15 3.33
H 0.44 -0.34 3.27
H 0.13 -1.39 1.44
*
```

Here are the Löwdin charges for atoms 1 to 4, given in e: atom 1 (C): -0.177, atom 2 (C): -0.190, atom 3 (C): -0.045, atom 4 (C): -0.075

The following is a DFT calculation (ωB97M-V/def2-TZVPD) of a single C4H12N2O molecule at a distorted geometry.

Calculated values
* E_HOMO: -8.7 eV
* energy relative to the best compared isomer or geometry (same formula, charge and spin): 329.5 kJ/mol
* LUMO level: 1.05 eV

The geometry in ORCA input format:
```
! RIJCOSX wB97M-V def2-TZVPD def2/J DEFGRID3
* xyz 0 1
C 2.09 -1.22 0.62
N 1.17 -0.73 -0.43
C 1.05 0.76 -0.31
O 0.12 1.27 -1.14
C -1.55 0.78 -1.27
N -1.72 -0.28 -0.39
C -2.11 0.07 0.97
H 2.77 -0.47 1.04
H 2.66 -2.06 0.22
H 1.50 -1.56 1.47
H 1.71 -0.88 -1.27
H 2.05 1.16 -0.53
H 0.90 0.94 0.77
H -1.82 1.79 -0.98
H -1.36 0.58 -2.32
H -0.75 -0.63 -0.41
H -1.26 0.24 1.63
H -2.73 -0.73 1.38
H -2.73 0.97 0.95
*
```

Here are the Löwdin charges for atoms 1 to 4, given in e: atom 1 (C): -0.134, atom 2 (N): -0.117, atom 3 (C): -0.373, atom 4 (O): -0.197

The following is a DFT calculation (ωB97M-V/def2-TZVPD) of a molecular structure, C6H11B9F36N2Zn2 at a distorted geometry.

Calculated values
* E_HOMO: 1.1 eV
* LUMO level: 5.55 eV

The geometry in ORCA input format:
```
! RIJCOSX wB97M-V def2-TZVPD def2/J DEFGRID3
* xyz -4 1
Zn 2.99 0.02 1.86
Zn -1.28 1.67 -0.24
C 0.54 -3.66 -0.07
C 0.12 -3.89 -1.52
N -1.30 -4.09 -1.74
C -2.06 -5.11 -1.20
C -3.36 -4.88 -1.61
N -3.34 -3.76 -2.41
C -2.09 -3.32 -2.46
C -4.51 -3.13 -3.03
H 0.16 -4.49 0.53
H 0.08 -2.78 0.39
H 1.62 -3.57 0.06
H 0.73 -4.69 -1.92
H 0.37 -3.00 -2.11
H -1.64 -5.97 -0.70
H -4.30 -5.32 -1.37
H -1.75 -2.43 -2.97
H -5.23 -3.87 -3.35
H -4.16 -2.60 -3.91
H -4.88 -2.35 -2.36
B -0.19 2.66 -3.33
F -0.81 2.04 -4.43
F -0.70 2.21 -2.09
F 1.17 2.37 -3.37
F -0.34 4.03 -3.37
B 3.47 2.62 2.20
F 3.58 1.90 1.00
F 2.88 1.70 3.12
F 4.75 2.94 2.71
F 2.64 3.69 2.07
B -2.82 3.86 -0.23
F -3.10 4.26 -1.51
F -3.27 2.53 0.00
F -1.43 3.73 -0.05
F -3.36 4.70 0.76
B 1.04 0.50 0.39
F -0.05 -0.23 -0.07
F 2.26 0.04 -0.03
F 0.82 1.77 -0.12
F 1.10 0.51 1.79
B 5.37 -0.80 2.14
F 4.80 -0.09 3.23
F 5.15 -2.17 2.31
F 4.70 -0.46 0.97
F 6.73 -0.52 1.96
B 2.02 5.02 -0.51
F 1.46 5.79 -1.55
F 0.96 4.61 0.35
F 2.56 3.90 -1.12
F 2.89 5.79 0.23
B 1.88 -2.15 2.98
F 2.46 -3.21 3.64
F 2.32 -1.98 1.65
F 0.49 -2.36 3.00
F 2.23 -0.90 3.54
B -3.11 -0.45 -0.43
F -3.00 0.11 0.82
F -4.45 -0.48 -0.90
F -2.38 0.38 -1.35
F -2.59 -1.74 -0.43
B -0.96 3.05 2.82
F -0.62 2.30 3.95
F -2.24 3.62 3.01
F 0.03 4.02 2.61
F -1.09 2.11 1.76
*
```

Here are the Löwdin charges for atoms 1 to 4, given in e: atom 1 (Zn): 0.852, atom 2 (Zn): 0.910, atom 3 (C): -0.036, atom 4 (C): -0.158

The following is a DFT calculation (ωB97M-V/def2-TZVPD) of a molecular structure, C34H83Br3NO21P5 at a distorted geometry.

Calculated values
* E_HOMO: -9.7 eV
* energy relative to the best compared isomer or geometry (same formula, charge and spin): 108.1 kJ/mol
* LUMO level: -0.21 eV

The geometry in ORCA input format:
```
! RIJCOSX wB97M-V def2-TZVPD def2/J DEFGRID3
* xyz 0 1
C 0.15 -0.83 -4.25
O 0.25 -2.05 -4.31
N 1.19 0.01 -4.04
C 0.97 1.46 -4.08
C 2.52 -0.55 -3.90
H -0.82 -0.32 -4.35
H 1.51 1.84 -4.94
H 1.29 1.93 -3.16
H -0.11 1.59 -4.07
H 3.12 -0.24 -4.76
H 3.03 -0.13 -3.03
H 2.64 -1.63 -3.91
C 0.29 -1.68 -0.43
Br -0.35 -3.45 0.12
Br 1.83 -1.11 0.57
Br -1.15 -0.40 -0.32
H 0.52 -1.75 -1.49
C 0.25 -8.09 0.19
C 1.61 -8.43 0.72
O 2.55 -7.39 0.46
P 3.41 -7.40 -0.87
O 2.66 -7.72 -2.10
O 4.55 -8.48 -0.53
C 5.40 -8.95 -1.59
C 6.38 -9.90 -0.95
O 4.15 -5.99 -0.80
C 3.38 -4.78 -1.03
C 3.02 -4.58 -2.48
H -0.54 -8.77 0.52
H -0.02 -7.06 0.44
H 0.21 -8.14 -0.90
H 1.58 -8.74 1.76
H 1.94 -9.34 0.18
H 4.82 -9.37 -2.41
H 5.93 -8.08 -2.00
H 7.01 -10.43 -1.67
H 7.09 -9.41 -0.29
H 5.82 -10.62 -0.36
H 2.50 -4.84 -0.39
H 4.00 -3.98 -0.64
H 2.52 -3.62 -2.58
H 3.94 -4.56 -3.06
H 2.35 -5.35 -2.87
C 4.62 1.17 0.12
C 5.44 2.31 0.70
O 4.59 3.36 1.14
P 5.07 4.39 2.28
O 6.42 4.96 2.12
O 3.88 5.44 2.27
C 4.05 6.79 1.76
C 2.85 7.56 2.25
O 4.92 3.63 3.68
C 3.85 2.71 3.92
C 2.74 3.42 4.70
H 4.20 1.39 -0.86
H 5.24 0.27 0.04
H 3.87 0.99 0.89
H 6.16 1.94 1.43
H 6.06 2.73 -0.10
H 4.98 7.22 2.14
H 4.18 6.66 0.68
H 2.79 8.53 1.75
H 1.95 7.00 2.02
H 2.85 7.82 3.31
H 3.44 2.25 3.03
H 4.26 1.91 4.54
H 2.25 4.15 4.05
H 1.98 2.77 5.13
H 3.20 3.94 5.54
C -3.74 0.16 -2.88
C -3.74 0.99 -4.17
O -3.24 0.17 -5.24
P -4.22 -0.63 -6.20
O -5.46 -1.23 -5.68
O -4.55 0.42 -7.39
C -5.37 -0.03 -8.46
C -6.76 0.60 -8.37
O -3.20 -1.64 -6.88
C -2.15 -1.18 -7.73
C -1.01 -2.18 -7.69
H -2.71 0.00 -2.55
H -4.27 0.70 -2.10
H -4.16 -0.83 -3.06
H -4.76 1.30 -4.40
H -3.07 1.83 -4.01
H -4.89 0.12 -9.42
H -5.53 -1.11 -8.44
H -7.34 0.29 -9.24
H -7.29 0.35 -7.45
H -6.70 1.68 -8.47
H -2.56 -1.01 -8.73
H -1.79 -0.22 -7.36
H -0.13 -1.96 -8.30
H -0.74 -2.28 -6.64
H -1.28 -3.19 -8.00
C -7.32 2.77 1.41
C -7.56 4.03 0.63
O -6.37 4.71 0.14
P -5.28 3.95 -0.74
O -5.80 2.86 -1.59
O -4.15 3.44 0.32
C -3.95 2.03 0.49
C -3.73 1.63 1.94
O -4.55 5.10 -1.55
C -4.05 6.29 -0.89
C -4.34 7.47 -1.76
H -8.29 2.38 1.72
H -6.80 2.04 0.79
H -6.75 2.92 2.33
H -8.24 3.86 -0.21
H -7.99 4.81 1.26
H -4.80 1.44 0.16
H -3.09 1.80 -0.15
H -3.46 0.58 1.94
H -2.95 2.24 2.39
H -4.62 1.79 2.56
H -4.58 6.34 0.06
H -2.98 6.21 -0.67
H -3.89 8.39 -1.35
H -3.92 7.35 -2.76
H -5.38 7.81 -1.80
C 0.32 0.76 3.31
C -0.57 0.53 4.54
O 0.18 -0.15 5.54
P -0.04 0.16 7.10
O -1.34 0.73 7.44
O 0.21 -1.25 7.81
C 1.50 -1.81 8.14
C 1.62 -3.19 7.53
O 1.28 1.01 7.43
C 1.32 1.82 8.61
C 2.76 1.88 9.12
H 0.85 1.70 3.40
H 0.94 -0.11 3.14
H -0.37 0.86 2.46
H -0.82 1.51 4.95
H -1.50 0.05 4.23
H 2.28 -1.14 7.78
H 1.47 -1.91 9.23
H 0.82 -3.89 7.77
H 1.54 -3.12 6.44
H 2.58 -3.64 7.79
H 1.02 2.82 8.31
H 0.77 1.37 9.43
H 2.88 2.68 9.85
H 3.10 0.95 9.58
H 3.49 2.06 8.32
*
```

Here are the Löwdin charges for atoms 1 to 4, given in e: atom 1 (C): -0.345, atom 2 (O): 0.005, atom 3 (N): -0.185, atom 4 (C): -0.029

The following is a DFT calculation (ωB97M-V/def2-TZVPD) of 2 unconnected molecules or ions with the total composition C27H26N3O2 at a distorted geometry.

Calculated values
* E_HOMO: -3.0 eV
* LUMO level: 2.37 eV

The geometry in ORCA input format:
```
! RIJCOSX wB97M-V def2-TZVPD def2/J DEFGRID3
* xyz -1 1
C -2.29 3.12 -1.70
C -1.80 1.99 -2.49
N -1.54 2.09 -3.83
C -1.12 0.87 -4.24
C -0.70 0.59 -5.63
C -1.15 0.00 -3.09
N -1.55 0.73 -2.03
H -2.53 2.79 -0.69
H -1.54 3.91 -1.67
H -3.19 3.53 -2.17
H -0.47 -0.48 -5.75
H -1.49 0.87 -6.33
H 0.20 1.17 -5.89
H -0.90 -1.05 -3.09
C -2.36 -5.87 -0.96
C -1.43 -4.92 -0.52
C -1.86 -3.61 -0.32
C -3.19 -3.24 -0.56
C -4.12 -4.18 -0.99
C -3.70 -5.50 -1.19
C -3.38 -1.78 -0.31
O -4.40 -1.13 -0.42
C -2.03 -1.28 0.12
C -1.82 0.01 0.49
C -0.55 0.53 0.95
C 0.62 0.32 0.20
C 1.87 0.62 0.70
C 1.99 1.28 1.96
N 3.22 1.65 2.42
C 4.37 1.64 1.53
C 4.38 0.40 0.66
C 3.07 0.27 -0.11
C 3.35 2.58 3.53
C 2.33 2.28 4.61
C 0.91 2.25 4.03
C 0.81 1.57 2.71
C -0.43 1.23 2.18
C -1.06 -2.43 0.11
O 0.14 -2.44 0.38
H -2.05 -6.90 -1.12
H -0.39 -5.17 -0.33
H -5.15 -3.87 -1.16
H -4.42 -6.25 -1.53
H -2.70 0.65 0.57
H 0.53 -0.10 -0.80
H 4.37 2.54 0.89
H 5.27 1.69 2.16
H 5.23 0.45 -0.03
H 4.52 -0.49 1.29
H 2.96 -0.76 -0.48
H 3.11 0.91 -1.01
H 4.37 2.49 3.92
H 3.22 3.62 3.18
H 2.56 1.31 5.06
H 2.41 3.03 5.39
H 0.24 1.76 4.75
H 0.55 3.29 3.94
H -1.34 1.44 2.74
*
```

Here are the Löwdin charges for atoms 1 to 4, given in e: atom 1 (C): -0.074, atom 2 (C): -0.468, atom 3 (N): 0.069, atom 4 (C): -0.424